No. 1
Density functional theory data (ωB97M-V with the def2-TZVPD basis set) for a molecular structure, C19H35I2LaO2P2 at a distorted geometry.

Values from the calculation:
E_LUMO (alpha / beta) (eV): -9.70 / -8.89
Total energy (eV): -59992.877
Total charge: +2

Last column: Löwdin charge in e.
Element x y z (Å)
I (-3.16, 0.24, -2.76)  0.434
I (1.89, 0.64, -3.23)  0.023
La (-0.44, 0.34, -1.32)  0.868
P (-1.05, -2.38, -2.62)  0.655
C (-1.49, -3.43, -1.17)  -0.249
C (-2.24, -3.06, -3.85)  -0.297
H (-2.03, -4.13, -4.03)  0.068
H (0.28, -4.19, -3.58)  0.067
H (-2.13, -2.50, -4.79)  0.055
H (0.77, -2.57, -4.20)  0.045
H (-2.40, -3.04, -0.71)  0.058
H (-3.28, -2.94, -3.50)  0.036
C (0.47, -3.14, -3.30)  -0.265
H (-1.68, -4.45, -1.52)  0.071
H (1.30, -3.09, -2.58)  0.049
H (-0.69, -3.44, -0.41)  0.017
P (-0.85, 3.38, -2.18)  0.669
C (-1.18, 4.42, -0.71)  -0.280
C (0.56, 4.29, -2.92)  -0.290
H (-2.19, 3.36, -4.20)  0.041
H (-2.11, 5.01, -3.50)  0.064
H (-3.18, 3.76, -2.78)  0.039
C (-2.22, 3.94, -3.27)  -0.293
H (0.86, 3.79, -3.85)  0.027
H (0.28, 5.34, -3.14)  0.063
H (-1.30, 5.47, -1.00)  0.068
H (-0.36, 4.33, 0.01)  0.021
H (1.42, 4.27, -2.23)  0.041
H (-2.11, 4.08, -0.23)  0.032
C (-2.30, 1.34, 0.59)  -0.074
O (-3.17, 1.25, 1.32)  0.131
C (0.43, 2.79, 2.54)  -0.036
C (1.20, 1.93, 1.53)  -0.384
C (2.46, 2.66, 1.04)  -0.040
C (1.56, 0.59, 2.17)  -0.082
C (2.50, 0.49, 3.19)  0.026
C (2.74, -0.73, 3.83)  0.036
C (1.99, -1.85, 3.50)  0.025
C (1.04, -1.80, 2.49)  -0.078
C (0.13, -2.99, 2.21)  -0.380
C (0.94, -4.22, 1.78)  -0.047
C (-0.72, -3.30, 3.44)  -0.037
C (0.92, -0.60, 1.73)  -0.199
O (0.23, -0.60, 0.60)  -0.328
H (0.98, 2.85, 3.49)  0.099
H (-0.56, 2.36, 2.75)  0.082
H (0.28, 3.82, 2.17)  0.084
H (0.54, 1.75, 0.66)  0.046
H (3.12, 2.91, 1.88)  0.094
H (3.02, 2.02, 0.34)  0.092
H (2.20, 3.58, 0.51)  0.085
H (3.04, 1.38, 3.52)  0.136
H (3.49, -0.79, 4.62)  0.140
H (2.14, -2.79, 4.05)  0.138
H (-0.54, -2.70, 1.39)  0.089
H (1.64, -4.51, 2.57)  0.089
H (0.27, -5.07, 1.57)  0.094
H (1.52, -4.01, 0.87)  0.087
H (-1.32, -2.42, 3.71)  0.092
H (-1.40, -4.13, 3.24)  0.095
H (-0.09, -3.56, 4.29)  0.090


No. 2
Density functional theory data (ωB97M-V with the def2-TZVPD basis set) for 2 unconnected molecules or ions with the total composition C3H10NPS2 at a distorted geometry.

Values from the calculation:
E_LUMO (alpha / beta) (eV): -2.48 / -1.65
Total energy (eV): -35719.445
Total charge: 0

Last column: Löwdin charge in e.
Element x y z (Å)
C (0.60, 0.57, 1.14)  -0.126
C (0.55, -1.22, -0.41)  -0.197
C (-2.34, 1.51, 0.37)  -0.272
N (-0.13, -0.06, 0.04)  -0.489
P (-0.97, 1.00, -0.90)  0.439
S (-1.76, -0.01, -2.39)  0.170
S (3.57, -1.36, -1.28)  0.409
H (1.27, 1.27, 0.83)  0.043
H (-0.14, 0.99, 1.94)  0.111
H (1.10, -0.26, 1.66)  0.092
H (0.71, -1.84, 0.36)  0.044
H (-0.09, -1.71, -1.10)  0.036
H (1.63, -1.07, -0.71)  -0.080
H (-2.34, 2.60, 0.69)  0.049
H (-3.30, 1.28, -0.16)  0.023
H (-2.52, 0.90, 1.19)  -0.003
H (4.17, -2.60, -1.29)  -0.251


No. 3
Density functional theory data (ωB97M-V with the def2-TZVPD basis set) for a molecular structure, C20H23ClNdOP at a distorted geometry.

Values from the calculation:
⟨S²⟩: 3.76
E_LUMO (alpha / beta) (eV): -7.88 / -7.67
Multiplicity: 4
Total energy (eV): -60233.623
Total charge: +2

Last column: Löwdin spin population.
Element x y z (Å)
Nd (-0.83, 2.52, 0.78)  3.043
Cl (-1.62, 4.76, 1.49)  -0.020
P (-0.03, -0.20, 0.39)  -0.010
C (1.71, -0.59, 0.16)  0.000
C (2.11, -1.64, -0.69)  0.000
C (3.47, -1.91, -0.85)  0.000
C (4.43, -1.10, -0.22)  0.000
C (4.03, -0.01, 0.56)  0.000
C (2.68, 0.24, 0.75)  0.000
C (-0.41, -0.52, 2.17)  -0.001
C (-1.63, -0.04, 2.69)  -0.001
C (-1.92, -0.24, 4.05)  0.000
C (-1.00, -0.88, 4.88)  0.000
C (0.23, -1.31, 4.37)  0.000
C (0.53, -1.14, 3.01)  0.000
C (-1.14, -1.28, -0.55)  -0.003
C (-2.10, -0.70, -1.40)  -0.001
C (-3.06, -1.49, -2.02)  0.000
C (-3.05, -2.88, -1.84)  0.000
C (-2.10, -3.46, -0.99)  0.000
C (-1.16, -2.67, -0.32)  -0.001
H (-2.38, 0.43, 2.03)  0.000
H (-2.88, 0.09, 4.45)  0.000
H (-1.25, -1.07, 5.94)  0.000
H (0.95, -1.79, 5.03)  0.000
H (1.49, -1.46, 2.60)  0.000
H (1.36, -2.23, -1.21)  0.000
H (3.79, -2.75, -1.46)  0.000
H (5.49, -1.31, -0.34)  0.000
H (4.78, 0.64, 1.02)  0.000
H (2.36, 1.09, 1.37)  0.000
H (-2.07, 0.38, -1.56)  0.000
H (-3.82, -1.02, -2.65)  0.000
H (-3.79, -3.49, -2.34)  0.000
H (-2.09, -4.55, -0.85)  0.000
H (-0.44, -3.13, 0.37)  0.000
H (2.97, -2.68, -5.29)  0.000
H (2.27, -2.81, -5.53)  0.000
C (-0.80, 5.42, -2.19)  0.000
C (-0.99, 3.93, -2.03)  0.000
O (0.11, 3.29, -1.09)  -0.005
H (-0.75, 5.93, -1.22)  0.000
H (-1.68, 5.81, -2.72)  0.000
H (0.08, 5.65, -2.79)  0.000
H (-1.91, 3.64, -1.51)  0.000
H (-0.91, 3.35, -2.95)  0.000
H (0.99, 3.19, -1.50)  0.000


No. 4
Density functional theory data (ωB97M-V with the def2-TZVPD basis set) for C2H3NO2 in the gas phase.

Values from the calculation:
E_LUMO (eV): 0.85
Total energy (eV): -7706.025
Total charge: 0

Last column: Löwdin charge in e.
Element x y z (Å)
O (0.94, -0.37, 0.80)  0.008
C (0.46, 0.78, 0.50)  -0.307
N (-0.56, 0.66, -0.28)  0.125
C (-0.18, -1.12, -0.25)  -0.301
O (-0.99, -1.86, 0.18)  0.084
H (0.90, 1.71, 0.88)  0.142
H (-1.09, 1.44, -0.65)  0.107
H (0.44, -1.21, -1.15)  0.140


No. 5
Density functional theory data (ωB97M-V with the def2-TZVPD basis set) for a molecular structure, C24H20N5O3Pt.

Values from the calculation:
⟨S²⟩: 2.01
E_LUMO (alpha / beta) (eV): -3.54 / -4.37
Multiplicity: 3
Total energy (eV): -42045.929
Total charge: +1

Last column: Löwdin spin population.
Element x y z (Å)
Pt (-0.25, 0.22, -0.16)  1.365
O (0.62, -1.04, 6.66)  0.000
C (-0.49, -1.01, 6.12)  0.000
O (-1.65, -1.18, 6.54)  0.000
C (-0.44, -0.67, 4.61)  -0.005
C (-1.60, -0.57, 3.86)  0.004
C (-1.51, -0.27, 2.51)  0.011
N (-0.33, -0.09, 1.92)  0.141
C (0.80, -0.08, 2.65)  0.011
C (0.78, -0.38, 3.99)  0.004
C (1.98, 0.42, 1.91)  0.009
C (3.28, 0.35, 2.40)  0.003
C (4.29, 0.95, 1.69)  -0.001
C (4.00, 1.61, 0.50)  0.004
C (2.69, 1.61, 0.06)  0.012
N (1.70, 1.02, 0.74)  0.125
C (-2.66, 0.04, 1.63)  0.009
C (-3.98, -0.13, 2.01)  0.001
C (-4.98, 0.32, 1.16)  0.002
C (-4.63, 0.92, -0.04)  0.003
C (-3.29, 1.02, -0.37)  0.014
N (-2.33, 0.58, 0.44)  0.095
H (-2.53, -0.71, 4.38)  0.001
H (1.66, -0.37, 4.62)  0.001
H (3.47, -0.16, 3.34)  0.001
H (5.31, 0.91, 2.05)  0.000
H (4.76, 2.12, -0.07)  0.001
H (2.41, 2.11, -0.86)  0.001
H (-4.22, -0.58, 2.96)  0.000
H (-6.02, 0.20, 1.43)  0.000
H (-5.37, 1.31, -0.72)  0.001
H (-2.97, 1.47, -1.30)  0.002
C (-2.61, -1.05, -4.19)  0.003
C (-1.61, -0.34, -3.33)  0.006
O (-1.57, -0.53, -2.11)  0.075
N (-0.75, 0.49, -3.95)  -0.001
C (0.34, 1.16, -3.26)  0.008
C (1.40, 0.17, -2.83)  0.008
C (2.48, -0.11, -3.65)  0.003
C (3.39, -1.09, -3.27)  -0.001
C (3.17, -1.77, -2.08)  0.002
C (2.08, -1.43, -1.31)  0.005
N (1.22, -0.46, -1.67)  0.067
H (-3.47, -1.31, -3.58)  0.000
H (-2.16, -1.98, -4.55)  0.000
H (-2.91, -0.46, -5.05)  0.001
H (-0.79, 0.55, -4.95)  0.000
H (-0.05, 1.69, -2.39)  0.004
H (0.75, 1.90, -3.93)  0.000
H (2.61, 0.43, -4.57)  0.001
H (4.24, -1.32, -3.89)  0.000
H (3.84, -2.56, -1.75)  0.000
H (1.88, -1.92, -0.36)  0.000


Please write out number 4 again, unchanged.
Density functional theory data (ωB97M-V with the def2-TZVPD basis set) for C2H3NO2 in the gas phase.

Values from the calculation:
E_LUMO (eV): 0.85
Total energy (eV): -7706.025
Total charge: 0

Last column: Löwdin charge in e.
Element x y z (Å)
O (0.94, -0.37, 0.80)  0.008
C (0.46, 0.78, 0.50)  -0.307
N (-0.56, 0.66, -0.28)  0.125
C (-0.18, -1.12, -0.25)  -0.301
O (-0.99, -1.86, 0.18)  0.084
H (0.90, 1.71, 0.88)  0.142
H (-1.09, 1.44, -0.65)  0.107
H (0.44, -1.21, -1.15)  0.140


> Among the records above, which one has the lowest total energy?

C20H23ClNdOP